Here is C10H16AuClI2NOP as an isolated structure at a distorted geometry from OMol25. Energies are from wB97M-V/def2-TZVPD.

Output
calculated total energy	-55855.0342	eV
E_HOMO (spin up / spin down)	-14.919 / -15.072	eV
net charge	+2
max |F|	3.373	eV Å⁻¹
relative energy (zero: lowest compared OMol25 entry of this formula, charge and spin)	42.1	kJ/mol
<S²>	2.038
multiplicity	3

Structure (XYZ):
```
33
Properties=species:S:1:pos:R:3:forces:R:3:lowdin_spin:R:1
C -1.23366 0.06704 -4.38205 -0.8 -0.2 1.6 0.05
C 1.28196 -1.53809 -3.61521 -0.3 -1.0 0.3 0.04
H 2.04274 -0.92526 6.64019 0.1 0.0 0.0 0.00
H -1.53763 1.19700 3.96816 0.8 0.0 0.6 0.00
H -1.94631 -0.74529 -4.10350 0.6 0.5 -0.3 0.00
Cl 2.22988 -0.30613 -0.59549 0.0 0.0 0.3 0.10
C -1.92550 -0.60014 -0.72564 -3.1 0.6 1.1 0.06
H -0.14476 1.09929 2.10312 0.9 -0.3 0.6 0.01
H 1.32931 1.86312 -4.43046 -0.1 -0.3 0.7 0.01
H -1.73162 1.03172 -4.15186 0.4 -0.5 -0.1 0.00
H -2.06171 0.34160 6.18041 -0.4 0.3 0.5 0.00
H 2.46866 -0.28303 4.27365 -0.3 0.1 0.3 0.00
H 0.53052 2.25106 -2.86879 0.4 -0.4 -0.3 0.00
C -1.04539 0.29282 5.86000 1.4 -0.2 -1.4 -0.01
H 0.71542 -2.40660 -3.17414 0.5 0.8 -0.4 0.00
C 1.25487 -0.47389 6.05934 -0.1 0.0 -1.6 0.03
H 2.21185 -1.42565 -3.03734 -0.3 0.1 -0.2 0.00
C -0.04951 -0.37643 6.60582 -0.1 1.4 -1.4 0.22
P 0.27722 -0.06521 -3.38240 0.1 0.3 0.2 0.34
H 1.51270 -1.79479 -4.64430 0.0 0.2 -0.3 0.01
H -0.26686 -0.71282 7.58466 -0.1 -0.4 0.8 0.01
N 0.67287 0.72509 2.62548 -1.7 -0.1 0.8 0.29
H 2.10938 1.41168 -2.87784 0.4 -0.1 0.3 0.00
C -0.75239 0.73386 4.55797 -1.2 0.1 1.8 0.17
O -3.02339 -0.42468 -0.47677 2.3 -0.6 -0.9 0.02
C 1.48989 -0.10622 4.72959 1.3 -1.2 1.6 0.10
H -1.02628 0.02473 -5.42318 0.3 -0.1 -1.0 0.01
I -3.31178 1.50992 2.55158 -0.3 -2.2 -0.1 0.04
H 1.32181 0.17209 2.08640 0.5 0.2 -0.1 0.01
C 0.48033 0.45611 3.94766 0.4 0.5 -1.2 0.16
Au -0.00724 -0.50912 -0.89912 0.4 0.0 -0.2 0.28
C 1.16907 1.50196 -3.38481 -0.8 0.7 -1.1 0.05
I -2.54297 -1.46286 3.32680 -1.1 1.8 -1.1 -0.01
```
Forces are in eV/Å.

=====

Here is a 2-piece molecular cluster, C6H13NO2 overall at a distorted geometry from OMol25. Energies are from wB97M-V/def2-TZVPD.

Output
calculated total energy	-12014.6752	eV
E_HOMO	-8.179	eV
max |F|	1.401	eV Å⁻¹
relative energy (zero: lowest compared OMol25 entry of this formula, charge and spin)	390.8	kJ/mol

Structure (XYZ):
```
22
Properties=species:S:1:pos:R:3:forces:R:3:lowdin_charge:R:1
H 1.51967 -2.17314 -1.26470 0.0 -0.1 0.0 0.08
H -2.21374 0.81512 -1.55052 0.0 -0.1 0.1 0.11
H 1.33808 -0.12706 2.87534 0.0 -0.1 0.0 0.06
C 1.18628 -1.77555 -0.30129 -0.3 -0.2 -0.2 -0.14
H -2.34682 -1.40095 -0.90952 0.4 0.1 0.2 0.11
H 1.19301 2.87371 0.67201 0.0 0.0 0.0 0.07
C -1.60920 -1.07044 -1.62722 0.5 0.3 -0.6 0.03
H -0.53862 2.57576 0.39888 0.0 0.0 0.0 0.08
H 0.86561 -2.60863 0.34060 0.1 0.0 0.0 0.08
H -1.08371 0.48218 -2.78229 -0.2 -0.1 -0.1 0.12
H -1.08500 -1.80428 -2.22824 0.0 0.1 0.1 0.11
H 2.03752 -1.27179 0.16955 -0.1 0.0 0.0 0.08
C 1.35383 0.76329 2.25822 -0.2 0.0 -0.1 0.05
H 2.07562 1.52532 2.52360 0.0 0.1 0.0 0.06
H -0.42135 -1.00625 1.63865 0.1 -0.1 -0.3 0.13
N -1.80703 0.12454 -2.17283 0.5 -0.4 0.6 0.11
O -1.69494 0.20459 0.59072 0.8 -0.1 0.5 -0.15
C 0.45784 2.13069 0.36907 -0.1 0.0 0.0 -0.06
C -0.51331 -0.15520 0.93015 -1.3 0.5 -0.1 -0.42
C 0.49685 0.92127 1.25151 0.3 -0.2 -0.2 -0.32
O 0.13634 -0.86079 -0.51415 -0.6 0.2 0.0 -0.28
H 0.65309 1.83761 -0.66756 0.0 0.0 0.1 0.07
```
Forces are in eV/Å.

=====

Here is C10H31B2NO7V as an isolated structure at a distorted geometry from OMol25. Energies are from wB97M-V/def2-TZVPD.

Output
calculated total energy	-53712.8631	eV
E_HOMO (spin up / spin down)	1.471 / -0.052	eV
net charge	-2
max |F|	15.392	eV Å⁻¹
relative energy (zero: lowest compared OMol25 entry of this formula, charge and spin)	1896.8	kJ/mol
<S²>	0.755
multiplicity	2

Structure (XYZ):
```
52
Properties=species:S:1:pos:R:3:forces:R:3:lowdin_spin:R:1
H 4.47062 -1.91122 -0.67299 -0.2 -0.2 -0.2 0.00
H 4.97999 -0.65589 5.95170 1.1 0.2 -3.2 0.02
H 2.66286 -2.95857 5.70292 -0.1 -0.1 -0.5 0.00
H 3.23783 -3.21142 9.17117 0.1 -0.3 0.2 0.00
C 4.60821 -1.05657 -0.01062 0.4 -1.0 -0.8 0.00
H 4.34321 -6.50609 5.14575 0.0 0.1 -0.5 0.00
H 6.57021 -0.69247 6.88276 0.7 1.0 -3.5 0.02
H 7.15160 -1.62796 1.45723 -0.1 -0.2 -0.7 0.00
C 5.00019 -5.88934 5.75901 0.2 0.1 0.2 0.00
H 3.85425 0.79792 6.13112 -2.1 3.2 -1.9 0.02
H 5.99072 -6.34326 5.78918 0.1 -0.7 0.6 0.00
H 7.19826 -4.33157 5.80009 0.5 -0.7 -1.0 0.00
N 6.54170 -2.27816 3.76106 1.6 -2.1 -1.3 0.00
C 3.91624 -1.29572 9.34789 -3.6 0.2 7.8 0.02
O 4.17330 -2.18291 8.53900 -1.8 -4.5 3.5 0.01
O 3.33033 -1.44022 10.39090 -2.3 -1.3 3.2 0.02
H 3.70607 -0.69829 7.09466 -4.6 -1.1 0.3 0.00
H 0.22369 -2.91414 6.49133 0.3 0.7 -0.1 0.00
H 3.65564 -0.52720 -0.03281 0.0 0.3 0.7 0.00
O 4.40133 -0.17372 9.10220 -4.6 7.6 8.3 0.05
C 0.60016 -3.25772 7.45482 -1.0 -1.2 -0.1 0.00
H 3.90058 -3.02156 6.89585 0.1 -1.2 -0.8 0.00
H 0.50079 -4.33344 7.30973 -0.1 -0.4 0.4 0.00
O 2.49096 -3.70767 8.82836 -2.2 -1.8 1.8 0.00
H 5.37066 -0.67902 3.57171 0.1 1.5 0.5 0.00
H 5.36841 -0.46614 -0.52207 0.1 0.4 0.2 0.00
H 5.72411 -2.74036 3.38955 0.0 -0.6 -0.2 0.00
H 5.42886 -1.79036 5.33826 0.0 -0.9 -1.0 0.00
H 2.11005 -1.90021 7.89699 0.1 0.1 0.0 0.00
C 6.38288 -0.94197 3.26451 -1.3 -1.4 -0.9 0.00
H -0.09677 -2.95410 8.23597 0.0 0.1 0.2 0.00
H 6.42821 0.02123 1.39131 -0.2 0.0 -0.6 0.00
H 7.80142 -0.63510 8.10724 3.9 0.6 1.1 0.01
H 6.12413 -3.62235 6.89691 -0.6 -0.8 -0.3 0.00
C 6.22765 -3.83667 5.83322 0.8 0.1 -1.5 0.00
O 5.02881 -1.58216 1.21890 1.2 1.1 1.0 0.00
H 7.06550 -1.85066 5.77992 0.6 -0.3 -0.5 0.00
H 7.23079 -0.35105 3.61088 -0.4 0.6 -0.1 0.00
B 4.38091 -0.02468 6.58960 -4.6 7.2 -9.3 0.06
H 4.99681 0.40256 7.36573 1.0 7.9 0.0 0.01
B 6.74289 -0.76741 7.94521 11.1 2.1 1.4 0.05
H 6.38879 -1.74702 8.22664 0.8 -3.5 2.1 0.00
V 5.07134 -0.89687 7.81182 5.1 -13.1 -6.2 0.69
C 2.04523 -2.97765 7.74531 -0.7 -0.4 -1.3 0.00
H 2.87002 -4.53314 6.52526 -0.1 0.1 0.1 0.00
O 5.23751 -2.16290 6.82695 -1.5 -4.1 0.6 -0.02
H 4.47622 -5.79014 6.70965 0.5 -0.3 0.5 0.00
C 6.32220 -2.39986 5.20201 0.2 -0.4 -1.2 0.01
C 2.93254 -3.45072 6.63735 -1.0 0.9 -0.9 0.00
C 6.29506 -1.00848 1.72306 0.0 0.2 0.8 0.00
H 6.10101 -0.06116 8.44863 2.0 4.6 3.5 0.00
O 5.19424 -4.64524 5.20177 0.5 1.7 -0.5 0.00
```
Forces are in eV/Å.